No. 1
Here is C29H56AlF3O10S as an isolated structure in a non-equilibrium geometry from the OMol25 dataset. Energies are from ωB97M-V with the def2-TZVPD basis set.

Computed properties:
total charge: +2
E_LUMO: -11.59 eV
total energy: -2830.0833 Ha
F_max: 3.49 eV Å⁻¹
orbital gap: 0.0411 Ha

Atoms and positions in Å:
Al1 -14.703 -9.220 -6.018
C1 -18.277 -10.800 -12.042
F1 -17.669 -11.935 -11.696
F2 -17.861 -10.390 -13.261
F3 -19.653 -10.943 -12.151
S1 -17.815 -9.370 -10.876
O1 -16.333 -9.198 -10.828
O2 -18.579 -8.212 -11.289
O3 -18.179 -9.877 -9.552
C2 -20.267 -5.823 -17.963
C3 -18.823 -6.036 -17.400
C4 -18.159 -4.829 -17.985
O4 -19.085 -3.770 -17.935
C5 -20.363 -4.343 -17.664
H1 -21.008 -6.473 -17.496
H2 -20.233 -6.088 -19.019
H3 -18.510 -7.017 -17.755
H4 -18.821 -5.983 -16.311
H5 -17.930 -5.114 -19.011
H6 -17.240 -4.682 -17.418
H7 -21.084 -3.748 -18.224
H8 -20.528 -4.181 -16.598
C6 -21.022 -5.453 -4.744
C7 -20.508 -5.749 -3.315
C8 -18.980 -5.731 -3.442
O5 -18.842 -6.434 -4.690
C9 -20.012 -6.258 -5.563
H9 -21.155 -4.410 -5.030
H10 -22.001 -5.921 -4.850
H11 -20.803 -6.691 -2.852
H12 -20.724 -4.991 -2.561
H13 -18.613 -6.150 -2.505
H14 -18.455 -4.792 -3.616
H15 -20.372 -7.282 -5.658
H16 -19.872 -5.961 -6.603
C10 -19.900 -14.230 -6.151
C11 -20.406 -13.516 -4.939
C12 -19.277 -12.935 -4.261
O6 -18.269 -12.874 -5.309
C13 -18.415 -14.077 -6.087
H17 -20.286 -13.646 -6.987
H18 -20.296 -15.245 -6.170
H19 -20.888 -14.246 -4.288
H20 -21.113 -12.751 -5.262
H21 -18.774 -13.643 -3.601
H22 -19.322 -11.926 -3.852
H23 -17.796 -14.844 -5.623
H24 -18.044 -14.054 -7.112
C14 -15.296 -16.311 -16.018
C15 -16.753 -16.190 -15.906
C16 -17.367 -17.191 -16.844
O7 -16.386 -18.218 -16.889
C17 -15.064 -17.680 -16.600
H25 -14.804 -16.205 -15.051
H26 -14.894 -15.616 -16.756
H27 -17.188 -15.202 -16.055
H28 -17.057 -16.494 -14.904
H29 -17.520 -16.829 -17.861
H30 -18.299 -17.512 -16.379
H31 -14.632 -17.562 -17.594
H32 -14.465 -18.417 -16.065
C18 -15.342 -1.557 -7.441
C19 -16.184 -2.328 -8.465
C20 -15.278 -3.502 -8.816
O8 -15.001 -3.927 -7.481
C21 -14.739 -2.722 -6.670
H33 -15.878 -0.793 -6.877
H34 -14.532 -1.058 -7.972
H35 -16.442 -1.732 -9.340
H36 -17.106 -2.689 -8.010
H37 -14.312 -3.263 -9.259
H38 -15.759 -4.263 -9.430
H39 -13.745 -2.410 -6.350
H40 -15.337 -2.764 -5.760
C22 -24.627 -7.966 -11.923
C23 -26.176 -7.977 -12.265
C24 -26.735 -8.806 -11.089
O9 -26.123 -8.277 -9.934
C25 -24.812 -7.944 -10.320
H41 -24.080 -7.131 -12.362
H42 -24.009 -8.797 -12.263
H43 -26.361 -8.374 -13.263
H44 -26.669 -7.010 -12.163
H45 -26.516 -9.873 -11.048
H46 -27.809 -8.789 -10.905
H47 -24.175 -8.694 -9.850
H48 -24.583 -6.903 -10.090
C26 -11.923 -14.868 -10.130
C27 -11.234 -13.812 -10.888
C28 -12.086 -12.545 -10.558
O10 -12.713 -12.816 -9.221
C29 -12.350 -14.164 -8.892
H49 -11.270 -15.716 -9.927
H50 -12.756 -15.218 -10.740
H51 -11.231 -14.114 -11.935
H52 -10.208 -13.708 -10.533
H53 -12.754 -12.439 -11.412
H54 -11.409 -11.702 -10.698
H55 -13.178 -14.647 -8.374
H56 -11.451 -14.276 -8.287

---

No. 2
Here is C3H9AlO5P as an isolated structure in a non-equilibrium geometry from the OMol25 dataset. Energies are from ωB97M-V with the def2-TZVPD basis set.

Computed properties:
total charge: -1
E_LUMO: 3.38 eV
total energy: -1079.6898 Ha
F_max: 5.20 eV Å⁻¹
orbital gap: 0.3100 Ha

Atoms and positions in Å:
O1 3.274 -1.635 0.762
P1 2.472 -0.722 -0.291
O2 2.107 -1.637 -1.736
O3 3.406 0.746 -0.646
Al1 0.494 -0.016 0.805
O4 0.997 1.064 2.271
C1 -0.570 1.044 -0.586
C2 -2.313 0.764 -0.332
C3 -2.700 -0.842 0.200
O5 -2.983 -0.255 -1.310
H1 1.741 -2.534 -1.475
H2 3.319 1.270 0.226
H3 -0.202 -1.332 1.338
H4 0.634 2.010 2.162
H5 -0.511 2.212 -0.371
H6 -0.360 0.773 -1.705
H7 -2.989 1.711 0.139
H8 -2.143 -1.746 -0.296
H9 -3.674 -0.877 0.847

---

No. 3
Here is a 4-piece molecular cluster, C10H22Br4N2O2 overall in a non-equilibrium geometry from the OMol25 dataset. Energies are from ωB97M-V with the def2-TZVPD basis set.

Computed properties:
E_LUMO: 0.38 eV
total energy: -10950.2482 Ha
energy relative to the best compared isomer or geometry (same formula, charge and spin): 15.82 kcal per mole
F_max: 2.88 eV Å⁻¹
orbital gap: 0.3484 Ha

Atoms and positions in Å:
C1 1.434 -1.655 4.101
O1 0.621 -1.056 4.760
N1 1.209 -2.412 3.023
C2 2.297 -2.999 2.256
C3 -0.255 -2.461 2.520
H1 2.507 -1.728 4.333
H2 3.287 -2.671 2.574
H3 2.310 -2.720 1.202
H4 2.132 -4.075 2.312
H5 -0.346 -2.149 1.480
H6 -0.556 -3.508 2.510
H7 -0.928 -1.861 3.133
C4 -3.226 -0.413 -0.091
O2 -2.149 -1.023 0.046
N2 -3.504 0.369 -1.133
C5 -4.836 0.994 -1.268
C6 -2.423 0.848 -1.964
H8 -4.040 -0.372 0.649
H9 -5.115 1.291 -2.279
H10 -5.068 1.713 -0.483
H11 -5.586 0.253 -0.992
H12 -2.361 1.935 -2.014
H13 -1.424 0.530 -1.665
H14 -2.486 0.405 -2.957
Br1 2.124 0.059 0.689
C7 1.263 1.796 0.512
C8 -0.115 1.651 1.213
Br2 -1.282 3.124 0.384
H15 1.184 2.067 -0.541
H16 1.896 2.551 0.978
H17 -0.020 1.931 2.262
H18 -0.566 0.675 1.034
Br3 0.769 1.382 -3.560
C9 2.636 1.030 -4.004
C10 3.374 1.140 -2.641
Br4 5.347 1.139 -2.989
H19 2.871 1.798 -4.741
H20 2.762 0.067 -4.498
H21 3.189 0.285 -1.991
H22 3.074 2.070 -2.158

---

No. 4
Here is an isolated molecule of C4H6NP in a non-equilibrium geometry from the OMol25 dataset. Energies are from ωB97M-V with the def2-TZVPD basis set.

Computed properties:
E_LUMO (alpha / beta): -1.00 / -0.80 eV
total energy: -551.9052 Ha
energy relative to the best compared isomer or geometry (same formula, charge and spin): 116.23 kcal per mole
F_max: 7.89 eV Å⁻¹
orbital gap (alpha / beta): 0.2492 / 0.2647 Ha

Atoms and positions in Å:
C1 3.153 0.536 -0.165
C2 0.978 0.032 -0.065
C3 -0.287 1.008 -0.634
C4 0.297 -0.975 0.925
N1 2.157 0.295 0.454
P1 4.158 -0.368 -1.126
H1 -0.141 1.676 -1.450
H2 -0.304 1.586 0.372
H3 -0.957 0.235 -0.860
H4 0.181 -0.734 2.021
H5 1.105 -1.755 0.888
H6 -0.793 -1.209 0.743

---

Copy entry 2 word for word.
Here is C3H9AlO5P as an isolated structure in a non-equilibrium geometry from the OMol25 dataset. Energies are from ωB97M-V with the def2-TZVPD basis set.

Computed properties:
total charge: -1
E_LUMO: 3.38 eV
total energy: -1079.6898 Ha
F_max: 5.20 eV Å⁻¹
orbital gap: 0.3100 Ha

Atoms and positions in Å:
O1 3.274 -1.635 0.762
P1 2.472 -0.722 -0.291
O2 2.107 -1.637 -1.736
O3 3.406 0.746 -0.646
Al1 0.494 -0.016 0.805
O4 0.997 1.064 2.271
C1 -0.570 1.044 -0.586
C2 -2.313 0.764 -0.332
C3 -2.700 -0.842 0.200
O5 -2.983 -0.255 -1.310
H1 1.741 -2.534 -1.475
H2 3.319 1.270 0.226
H3 -0.202 -1.332 1.338
H4 0.634 2.010 2.162
H5 -0.511 2.212 -0.371
H6 -0.360 0.773 -1.705
H7 -2.989 1.711 0.139
H8 -2.143 -1.746 -0.296
H9 -3.674 -0.877 0.847